Arrangement i

Formula: C39H108N8O13
Source: the OMol25 dataset
Level of theory: the ωB97M-V functional and the def2-TZVPD basis

Results
HOMO in Ha: -0.3241
LUMO in eV: 0.4

The geometry in XYZ format:
```
168
C39H108N8O13 (the ωB97M-V functional and the def2-TZVPD basis)
C 4.460 -2.895 -0.894
C 4.908 -1.502 -0.462
C 6.080 -1.462 0.500
O 5.794 -1.972 1.795
C 6.910 -1.827 2.584
N 5.195 -0.663 -1.575
H 5.337 -3.352 -1.320
H 3.666 -2.849 -1.635
H 4.082 -3.492 -0.027
H 4.070 -1.065 0.164
H 6.334 -0.332 0.572
H 6.964 -1.921 0.023
H 6.617 -1.999 3.603
H 7.347 -0.835 2.590
H 7.669 -2.514 2.285
H 5.074 0.304 -1.289
H 4.407 -0.836 -2.290
C 0.343 -1.130 6.549
C -0.223 -0.698 5.223
C -1.495 0.077 5.370
O -2.535 -0.692 5.969
C -3.777 -0.055 5.985
N 0.695 0.016 4.373
H 0.573 -0.301 7.331
H 1.320 -1.594 6.453
H -0.339 -1.711 7.085
H -0.507 -1.644 4.696
H -1.739 0.316 4.323
H -1.350 1.011 5.948
H -4.565 -0.769 6.203
H -3.984 0.236 4.979
H -3.884 0.835 6.661
H 1.668 0.047 4.736
H 0.735 -0.292 3.391
C 3.718 1.291 1.309
C 3.679 2.822 1.295
C 3.718 3.402 -0.084
O 4.966 3.160 -0.676
C 5.050 3.801 -1.971
N 2.381 3.317 1.928
H 2.818 0.900 0.758
H 3.666 0.922 2.295
H 4.662 0.850 0.898
H 4.587 3.227 1.864
H 3.462 4.534 -0.079
H 2.961 2.812 -0.685
H 5.960 3.407 -2.428
H 5.216 4.853 -1.860
H 4.201 3.586 -2.598
H 2.540 3.272 3.001
H 2.277 4.301 1.760
C -1.474 5.772 -6.521
C -1.224 4.457 -5.812
C -0.932 4.786 -4.328
O 0.462 4.890 -4.306
C 0.945 5.850 -3.391
N -2.312 3.529 -5.793
H -1.362 5.649 -7.635
H -0.701 6.480 -6.215
H -2.528 6.133 -6.487
H -0.346 3.993 -6.257
H -1.295 3.937 -3.740
H -1.401 5.688 -3.960
H 2.033 5.692 -3.242
H 0.587 5.594 -2.385
H 0.659 6.874 -3.708
H -3.123 4.028 -5.457
H -2.526 3.326 -6.798
C -1.025 3.088 0.012
O -2.069 3.040 -0.697
N -0.954 2.730 1.345
N 0.210 3.322 -0.490
H -0.203 2.936 1.929
H -1.727 2.336 1.840
H 0.333 3.572 -1.431
H 1.005 3.154 0.141
C -4.958 4.292 -3.640
O -4.975 4.828 -4.706
N -4.130 3.212 -3.330
N -5.671 4.744 -2.578
H -3.929 2.622 -4.122
H -4.288 2.757 -2.427
H -6.263 5.564 -2.694
H -5.606 4.358 -1.635
C -6.193 -3.562 3.106
C -4.906 -2.908 3.553
C -3.676 -3.785 3.509
O -4.778 -1.813 2.665
H -6.180 -3.369 2.027
H -7.082 -3.099 3.533
H -6.164 -4.644 3.261
H -5.042 -2.460 4.549
H -3.518 -4.194 2.518
H -3.693 -4.636 4.176
H -2.775 -3.098 3.739
H -3.960 -1.274 2.803
C -1.565 -0.747 0.361
C -0.242 -1.429 0.411
C 0.700 -0.704 -0.580
O 0.303 -1.323 1.753
H -2.297 -1.321 0.979
H -1.884 -0.521 -0.659
H -1.384 0.165 0.860
H -0.345 -2.499 0.116
H 0.506 -0.875 -1.650
H 1.756 -1.000 -0.391
H 0.595 0.372 -0.312
H 0.954 -2.038 1.847
C -3.988 -3.602 -0.445
C -2.571 -3.979 -0.941
C -1.718 -4.567 0.190
O -2.741 -4.971 -1.912
H -4.570 -3.026 -1.219
H -3.973 -3.099 0.556
H -4.530 -4.532 -0.231
H -1.992 -3.135 -1.394
H -0.684 -4.950 -0.003
H -2.331 -5.333 0.638
H -1.669 -3.821 0.996
H -3.105 -4.521 -2.706
C 2.674 -3.132 4.382
C 2.968 -3.863 3.102
C 2.303 -5.200 2.909
O 2.608 -2.986 2.017
H 3.018 -2.099 4.417
H 3.022 -3.678 5.282
H 1.613 -3.043 4.440
H 4.048 -3.987 3.089
H 2.658 -5.754 1.995
H 1.248 -4.966 2.882
H 2.384 -5.755 3.847
H 3.335 -2.330 1.892
C -4.949 2.053 1.856
C -4.820 1.828 0.364
C -6.069 1.141 -0.269
O -4.610 3.130 -0.314
H -3.969 2.395 2.232
H -5.263 1.162 2.370
H -5.580 2.891 2.119
H -3.925 1.168 0.208
H -6.419 0.336 0.379
H -5.830 0.613 -1.219
H -6.837 1.884 -0.465
H -3.649 3.181 -0.209
C 3.333 1.556 -4.771
C 2.236 1.748 -3.700
C 0.977 1.351 -4.383
O 2.496 0.974 -2.587
H 2.913 2.123 -5.618
H 3.283 0.414 -4.884
H 4.370 2.012 -4.669
H 2.007 2.718 -3.323
H 0.870 1.915 -5.341
H 0.063 1.598 -3.889
H 0.895 0.313 -4.547
H 1.666 0.732 -2.176
C 1.836 -3.281 -3.422
C 1.244 -4.504 -2.712
C 1.664 -4.717 -1.226
O -0.143 -4.119 -2.718
H 2.884 -3.505 -3.674
H 1.944 -2.427 -2.773
H 1.258 -3.073 -4.338
H 1.291 -5.397 -3.350
H 1.476 -3.819 -0.625
H 2.778 -4.949 -1.124
H 1.188 -5.620 -0.724
H -0.673 -4.866 -2.539
```

Löwdin atomic charge list, values in e, 6 entries:
1. C -0.042
2. C -0.503
3. C -0.212
4. O -0.176
5. C -0.137
6. N 0.060

***

Arrangement ii

Formula: C39H108N8O13
Source: the OMol25 dataset
Level of theory: the ωB97M-V functional and the def2-TZVPD basis

Results
HOMO in Ha: -0.3261
LUMO in eV: 0.5

The geometry in XYZ format:
```
168
C39H108N8O13 (the ωB97M-V functional and the def2-TZVPD basis)
C -15.173 22.854 8.256
C -15.957 23.482 7.083
C -15.717 22.912 5.740
O -15.937 21.502 5.809
C -15.764 20.842 4.610
N -17.425 23.528 7.452
H -14.095 22.790 8.051
H -15.397 21.788 8.348
H -15.374 23.354 9.195
H -15.621 24.551 6.947
H -14.671 23.019 5.460
H -16.362 23.502 5.032
H -16.467 19.997 4.593
H -14.798 20.435 4.343
H -16.102 21.452 3.796
H -17.753 22.543 7.372
H -17.919 24.047 6.688
C -11.838 20.303 4.877
C -12.482 20.987 6.064
C -12.345 20.073 7.260
O -13.150 18.954 7.029
C -14.444 19.114 7.550
N -11.983 22.287 6.491
H -12.156 20.638 3.920
H -11.981 19.229 4.996
H -10.770 20.511 5.011
H -13.571 21.026 5.927
H -12.623 20.487 8.243
H -11.251 19.882 7.299
H -14.996 20.026 7.248
H -14.244 19.244 8.645
H -15.042 18.216 7.330
H -12.671 22.947 6.134
H -11.034 22.479 6.112
C -15.949 17.302 10.729
C -14.536 16.875 11.081
C -13.810 17.995 11.815
O -13.650 19.114 10.978
C -12.859 20.083 11.595
N -14.647 15.776 12.005
H -15.968 18.081 9.968
H -16.481 17.569 11.609
H -16.519 16.437 10.337
H -13.974 16.672 10.169
H -12.818 17.607 12.134
H -14.340 18.312 12.724
H -13.352 20.702 12.380
H -12.585 20.804 10.787
H -11.929 19.719 12.007
H -13.761 15.584 12.448
H -14.872 14.906 11.530
C -19.472 16.169 7.406
C -19.253 17.296 6.324
C -18.183 18.282 6.869
O -18.826 18.943 7.962
C -17.981 19.998 8.387
N -18.880 16.575 5.117
H -20.069 15.411 6.917
H -19.832 16.521 8.400
H -18.457 15.695 7.511
H -20.166 17.853 6.139
H -17.784 19.039 6.159
H -17.425 17.708 7.371
H -18.521 20.708 9.053
H -17.484 20.531 7.557
H -17.187 19.581 9.036
H -18.932 17.199 4.330
H -17.872 16.374 5.232
C -21.731 14.412 3.032
O -22.598 15.104 3.603
N -20.471 14.517 3.449
N -22.150 13.413 2.156
H -19.781 14.048 2.878
H -20.078 15.249 4.028
H -23.106 13.090 2.331
H -21.616 12.741 1.648
C -19.533 22.297 5.075
O -18.845 21.688 4.198
N -20.107 21.680 6.121
N -19.602 23.655 4.864
H -20.054 20.673 6.099
H -20.680 22.226 6.754
H -19.242 23.984 3.955
H -20.356 24.190 5.316
C -16.346 13.799 8.991
C -15.957 12.450 9.472
C -14.582 11.955 8.990
O -15.912 12.523 10.900
H -15.556 14.578 9.079
H -17.235 14.119 9.526
H -16.633 13.775 7.929
H -16.750 11.727 9.207
H -14.576 11.810 7.909
H -14.359 11.016 9.470
H -13.865 12.740 9.242
H -15.395 11.771 11.141
C -21.532 24.217 11.533
C -22.025 23.653 10.240
C -21.185 22.462 9.787
O -23.400 23.209 10.298
H -22.040 25.120 11.814
H -20.505 24.552 11.302
H -21.546 23.475 12.341
H -21.931 24.478 9.536
H -20.115 22.680 9.931
H -21.384 22.068 8.784
H -21.485 21.630 10.419
H -23.877 23.682 10.997
C -24.111 16.209 7.621
C -23.605 16.734 6.264
C -23.588 18.281 6.276
O -22.276 16.209 6.093
H -23.355 16.273 8.409
H -24.276 15.170 7.424
H -25.072 16.643 7.866
H -24.183 16.392 5.443
H -23.155 18.681 5.368
H -23.025 18.666 7.119
H -24.610 18.597 6.368
H -22.278 15.619 5.292
C -21.082 18.279 2.564
C -19.649 18.458 2.086
C -19.596 19.445 0.927
O -18.811 18.828 3.193
H -21.136 17.574 3.418
H -21.747 17.927 1.787
H -21.464 19.245 2.890
H -19.200 17.528 1.763
H -19.884 18.902 0.040
H -18.560 19.787 0.788
H -20.331 20.247 1.037
H -19.067 19.727 3.529
C -21.483 18.405 9.964
C -20.936 18.183 11.352
C -19.528 18.669 11.597
O -21.835 18.959 12.154
H -20.946 17.929 9.165
H -21.501 19.446 9.743
H -22.515 18.083 9.918
H -20.979 17.100 11.557
H -18.812 18.097 10.988
H -19.287 18.542 12.647
H -19.631 19.746 11.400
H -21.716 18.761 13.082
C -19.640 12.157 10.642
C -20.865 12.941 11.000
C -20.960 14.195 10.053
O -22.038 12.187 10.798
H -19.652 11.171 11.157
H -18.683 12.651 10.848
H -19.732 11.964 9.564
H -20.781 13.278 12.034
H -20.219 14.988 10.266
H -21.983 14.607 10.135
H -20.851 14.036 8.991
H -22.062 11.415 11.393
C -13.349 16.818 4.466
C -14.374 15.660 4.398
C -14.654 15.022 5.679
O -15.617 16.219 4.013
H -12.331 16.478 4.660
H -13.580 17.452 5.315
H -13.379 17.476 3.576
H -14.120 14.895 3.666
H -15.318 14.203 5.463
H -15.062 15.728 6.405
H -13.710 14.562 6.012
H -15.499 16.837 3.287
```

Löwdin atomic charge list, values in e, 6 entries:
1. C -0.039
2. C -0.410
3. C -0.206
4. O -0.221
5. C -0.124
6. N 0.046

***

Bottom line: arrangement ii, by a margin of 46.4 kJ/mol.

***

Arrangement i

Formula: C14H20N2O3
Source: the OMol25 dataset
Level of theory: the ωB97M-V functional and the def2-TZVPD basis

Results
HOMO in Ha: -0.3338
LUMO in eV: 0.5
SMILES: CC[C@@H](C)NC(=O)N[C@@H](Cc1ccccc1)C(=O)O

The geometry in XYZ format:
```
39
C14H20N2O3 (the ωB97M-V functional and the def2-TZVPD basis)
C 5.116 0.410 -0.801
C 4.128 0.533 -1.956
C 3.073 -0.584 -2.014
C 3.676 -1.970 -2.214
N 2.243 -0.584 -0.823
C 1.020 -0.016 -0.790
O 0.472 0.460 -1.783
N 0.399 -0.026 0.423
C -0.979 0.423 0.569
C -1.604 -0.155 1.842
C -3.106 -0.145 1.744
C -3.770 -1.198 1.126
C -5.148 -1.188 1.008
C -5.878 -0.122 1.505
C -5.223 0.932 2.118
C -3.844 0.922 2.237
C -1.015 1.971 0.562
O -1.280 2.622 1.534
O -0.702 2.510 -0.602
H 4.602 0.433 0.159
H 5.812 1.244 -0.824
H 5.691 -0.510 -0.870
H 3.603 1.487 -1.877
H 4.674 0.532 -2.900
H 2.392 -0.360 -2.842
H 2.886 -2.706 -2.342
H 4.279 -2.259 -1.356
H 4.304 -1.977 -3.100
H 2.659 -0.931 0.026
H 0.897 -0.271 1.262
H -1.530 0.074 -0.316
H -1.252 -1.181 1.972
H -1.282 0.449 2.692
H -3.203 -2.033 0.737
H -5.653 -2.014 0.527
H -6.954 -0.114 1.413
H -5.788 1.768 2.505
H -3.332 1.749 2.704
H -0.386 1.824 -1.255
```

natural (NBO) atomic charge list, values in e, 6 entries:
1. C -0.616
2. C -0.400
3. C -0.050
4. C -0.614
5. N -0.621
6. C 0.802

***

Arrangement ii

Formula: C14H20N2O3
Source: the OMol25 dataset
Level of theory: the ωB97M-V functional and the def2-TZVPD basis

Results
HOMO in Ha: -0.3488
LUMO in eV: 0.4
SMILES: CC(C)[C@H](N)C(=O)N[C@@H](Cc1ccccc1)C(=O)O

The geometry in XYZ format:
```
39
C14H20N2O3 (the ωB97M-V functional and the def2-TZVPD basis)
C -4.078 -0.724 0.482
C -2.993 0.129 -0.086
C -3.008 -0.179 -1.641
C -1.624 -0.118 0.604
N -1.658 -0.097 2.058
C -0.556 0.864 -0.021
O -0.707 1.321 -1.165
N 0.335 1.252 0.847
C 1.641 1.852 0.587
C 2.277 1.167 -0.664
C 2.572 -0.268 -0.630
C 1.681 -1.221 -1.061
C 1.807 -2.566 -0.705
C 2.783 -3.049 0.107
C 3.758 -2.123 0.532
C 3.593 -0.729 0.224
C 1.572 3.293 0.212
O 2.321 4.146 0.650
O 0.836 3.668 -0.906
H -4.068 -0.786 1.678
H -5.054 -0.284 0.051
H -4.077 -1.944 0.207
H -3.309 1.197 -0.118
H -3.942 -0.082 -2.136
H -2.848 -1.221 -1.685
H -2.182 0.461 -2.031
H -1.292 -1.177 0.291
H -2.565 0.499 2.324
H -1.795 -1.160 2.413
H 0.108 0.921 1.812
H 2.274 1.756 1.421
H 1.529 1.404 -1.508
H 3.245 1.701 -0.903
H 0.706 -1.100 -1.645
H 0.905 -3.328 -0.885
H 2.917 -4.023 0.380
H 4.565 -2.345 1.211
H 4.241 -0.033 0.750
H 0.092 2.925 -1.048
```

natural (NBO) atomic charge list, values in e, 6 entries:
1. C -0.618
2. C -0.268
3. C -0.620
4. C -0.131
5. N -0.866
6. C 0.703

***

Bottom line: arrangement i, by a margin of 348.4 kJ/mol.

***

Arrangement i

Formula: CH3FOS
Source: the OMol25 dataset
Level of theory: the ωB97M-V functional and the def2-TZVPD basis

Results
HOMO in Ha: -0.3481
LUMO in eV: 0.3
SMILES: C=O.FS

The geometry in XYZ format:
```
7
CH3FOS (the ωB97M-V functional and the def2-TZVPD basis)
C 2.258 -0.503 0.078
O 1.080 -0.494 0.474
H 2.891 -1.268 0.433
H 2.722 0.106 -0.706
F -2.848 0.327 -1.251
S -2.829 0.292 0.388
H -3.274 1.541 0.584
```

natural (NBO) atomic charge list, values in e, 6 entries:
1. C 0.267
2. O -0.490
3. H 0.106
4. H 0.116
5. F -0.481
6. S 0.402

***

Arrangement ii

Formula: CH3FOS
Source: the OMol25 dataset
Level of theory: the ωB97M-V functional and the def2-TZVPD basis

Results
HOMO in Ha: -0.3384
LUMO in eV: 0.2
SMILES: OCSF

The geometry in XYZ format:
```
7
CH3FOS (the ωB97M-V functional and the def2-TZVPD basis)
O -0.590 1.236 0.497
C 0.138 0.118 0.093
S -1.064 -0.972 -0.753
F 0.038 -2.160 -1.103
H -0.011 1.855 0.954
H 0.930 0.364 -0.627
H 0.560 -0.442 0.938
```

natural (NBO) atomic charge list, values in e, 6 entries:
1. O -0.717
2. C -0.210
3. S 0.576
4. F -0.486
5. H 0.484
6. H 0.176

***

Bottom line: arrangement ii, by a margin of 86.8 kJ/mol.

***

Arrangement i

Formula: C2H9NS2
Source: the OMol25 dataset
Level of theory: the ωB97M-V functional and the def2-TZVPD basis

Results
HOMO in Ha: -0.3329
LUMO in eV: 0.5
SMILES: CSS.CN

The geometry in XYZ format:
```
14
C2H9NS2 (the ωB97M-V functional and the def2-TZVPD basis)
C -1.481 0.319 -1.518
S -1.347 -1.349 -2.236
S 0.228 -1.070 -3.530
H -0.495 0.765 -1.574
H -2.212 0.899 -2.089
H -1.828 0.335 -0.485
H -0.461 -0.747 -4.632
C 1.400 0.203 2.780
N 0.534 0.286 1.614
H 1.596 -0.815 3.124
H 2.369 0.620 2.540
H 0.942 0.687 3.632
H -0.262 -0.332 1.643
H 1.016 0.198 0.731
```

natural (NBO) atomic charge list, values in e, 6 entries:
1. C -0.750
2. S 0.084
3. S -0.135
4. H 0.232
5. H 0.216
6. H 0.229

***

Arrangement ii

Formula: C2H9NS2
Source: the OMol25 dataset
Level of theory: the ωB97M-V functional and the def2-TZVPD basis

Results
HOMO in Ha: -0.3239
LUMO in eV: 0.7
SMILES: CSS.CN

The geometry in XYZ format:
```
14
C2H9NS2 (the ωB97M-V functional and the def2-TZVPD basis)
C 1.068 1.064 -0.611
S -0.552 1.915 -0.025
S -0.194 1.904 1.940
H 1.745 1.906 -0.547
H 0.762 0.961 -1.652
H 1.455 0.194 -0.097
H -1.084 1.023 2.439
C -0.291 -4.559 -1.249
N 0.681 -3.490 -1.558
H -1.199 -4.597 -1.859
H -0.312 -4.736 -0.173
H 0.140 -5.512 -1.589
H 1.248 -3.831 -2.323
H 0.202 -2.699 -1.980
```

natural (NBO) atomic charge list, values in e, 6 entries:
1. C -0.688
2. S 0.047
3. S -0.146
4. H 0.214
5. H 0.214
6. H 0.235

***

Bottom line: arrangement i, by a margin of 61.4 kJ/mol.